[1]
A structure of composition C28H21Br2MoN5S, computed with the ωB97M-V functional and the def2-TZVPD basis.

Cartesian coordinates (Å):
1 Mo 0.1540 0.4417 -0.3652
2 S -3.2674 2.3917 -2.6654
3 C -1.9093 3.3809 -2.9517
4 C -0.7840 2.9304 -2.3240
5 C -1.0077 1.7392 -1.5707
6 C -2.3261 1.3499 -1.6868
7 C -2.7641 0.1728 -0.9784
8 C -4.0441 -0.3709 -0.9659
9 C -4.2909 -1.5104 -0.2341
10 C -3.2572 -2.1025 0.4956
11 C -2.0167 -1.5250 0.4508
12 N -1.7616 -0.4124 -0.2730
13 H -2.0085 4.2562 -3.5747
14 H 0.1554 3.4580 -2.4003
15 H -4.8261 0.1096 -1.5382
16 H -5.2823 -1.9434 -0.2196
17 H -3.4232 -2.9876 1.0915
18 H -1.1952 -1.9244 1.0311
19 Br 2.5248 0.6328 2.8623
20 C 0.7627 -0.0459 2.9833
21 C 0.5239 -1.0302 3.9021
22 C -0.8016 -1.3357 4.2824
23 C -1.8294 -0.5537 3.8445
24 C -1.5967 0.4796 2.9079
25 C -2.5958 1.4329 2.6016
26 C -2.3281 2.5221 1.8135
27 C -1.1206 2.5886 1.1079
28 C -0.1504 1.5965 1.2520
29 C -0.3005 0.6453 2.3366
30 H 1.3567 -1.5086 4.3993
31 H -0.9763 -2.1171 5.0094
32 H -2.8273 -0.6851 4.2442
33 H -3.5702 1.3238 3.0627
34 H -3.0786 3.2871 1.6664
35 H -0.9826 3.3733 0.3778
36 Br 0.2954 -1.5020 -2.7187
37 C 1.4889 -0.0702 -3.0173
38 C 2.2539 0.0102 -4.1579
39 C 3.0987 1.1046 -4.2806
40 C 3.1346 2.0578 -3.2702
41 C 2.3225 1.8949 -2.1708
42 N 1.5051 0.8337 -2.0394
43 H 2.1889 -0.7529 -4.9193
44 H 3.7222 1.2095 -5.1583
45 H 3.7820 2.9203 -3.3354
46 H 2.3153 2.6126 -1.3592
47 N 2.5028 -4.3577 1.2004
48 C 2.7420 -3.0979 0.7814
49 C 1.7101 -2.1760 0.5428
50 N 1.9616 -0.9392 0.1226
51 C 3.2418 -0.5998 -0.0728
52 C 4.2498 -1.5187 0.1606
53 N 4.0145 -2.7492 0.5801
54 H 1.5859 -4.6959 1.4234
55 H 3.2969 -4.9480 1.3846
56 H 0.6794 -2.4610 0.7072
57 H 3.4661 0.4086 -0.3869
58 H 5.2863 -1.2435 0.0088

Cartesian forces (eV/Å) of the 2 atoms listed first:
0.1 0.4 -0.1
-0.1 0.0 -0.1

As for the multiplicity: 3. As for the LUMO energy (alpha / beta): -7.159 / -6.960 eV. The value obtained for the gap between HOMO and LUMO (alpha / beta) is 0.2291 / 0.2476 hartree. For the HOMO energy (alpha / beta), the calculation gives -13.393 / -13.697 eV. Its expectation value of S² is 2.04. Its total charge is +2. The calculation puts the energy above the lowest of the compared OMol25 structures with the same formula, charge and spin at 1.659 eV.

=====

[2]
A cluster of 2 separate species, C2H5ClS in total in a non-equilibrium geometry, computed with the ωB97M-V functional and the def2-TZVPD basis.

Cartesian coordinates (Å):
1 C -0.6858 2.1454 0.1240
2 C 0.5424 -2.6164 -0.2013
3 S 0.1522 1.0683 1.1375
4 Cl 2.0697 -3.2839 -0.0444
5 H -0.1509 3.1791 0.0931
6 H -1.7555 2.1230 0.4724
7 H -0.4412 1.8720 -0.9193
8 H 0.0441 -2.6687 -1.1377
9 H 0.2249 -1.8189 0.4756

Cartesian forces (eV/Å) of the 2 atoms listed first:
-0.3 2.4 -0.7
-0.6 1.0 0.6

As for the LUMO energy (alpha / beta): 0.071 / -1.857 eV. The value obtained for the gap between HOMO and LUMO (alpha / beta) is 0.3419 / 0.2384 hartree. For the HOMO energy (alpha / beta), the calculation gives -9.234 / -8.344 eV. The calculation puts the energy above the lowest of the compared OMol25 structures with the same formula, charge and spin at 3.194 eV.

=====

[3]
A structure of composition C19H27F5InO16, computed with the ωB97M-V functional and the def2-TZVPD basis.

Cartesian coordinates (Å):
1 C -0.8326 2.4557 -0.4264
2 O -0.8069 1.6250 -1.5651
3 C -0.2263 0.3234 -1.3730
4 C -1.1275 -0.6757 -0.6606
5 C -1.1926 -0.4950 0.8595
6 In 0.7148 -0.9080 1.9278
7 H -0.6691 3.4848 -0.7699
8 H -0.0552 2.1942 0.2967
9 H -1.7922 2.4109 0.1014
10 H 0.7044 0.4304 -0.8053
11 H 0.0246 -0.0218 -2.3777
12 H -0.7268 -1.6711 -0.8915
13 H -2.1123 -0.6224 -1.1548
14 H -1.9167 -1.2030 1.2756
15 H -1.5761 0.4940 1.1150
16 H 2.1110 -0.0740 1.2686
17 H 0.4634 -0.4929 3.6570
18 H 0.9638 -2.6556 1.8820
19 C -0.3720 -5.3120 -1.8626
20 C 0.8903 -4.9898 -1.0781
21 O 0.6799 -5.6898 0.1337
22 C -0.1951 -6.6979 -0.0855
23 O -0.4209 -7.5869 0.6663
24 O -0.7655 -6.5689 -1.3119
25 F 1.0105 -3.6710 -0.8667
26 H -1.1232 -4.5527 -1.6369
27 H -0.2275 -5.4097 -2.9337
28 H 1.8188 -5.3574 -1.5238
29 C 2.2762 3.1371 -2.6620
30 C 3.4842 4.0162 -2.3799
31 O 3.4438 4.1723 -0.9866
32 C 2.7263 3.1270 -0.4456
33 O 2.6601 2.8602 0.7005
34 O 2.1363 2.4314 -1.4421
35 F 3.3856 5.2388 -2.9756
36 H 1.3995 3.7683 -2.8288
37 H 2.4025 2.4341 -3.4798
38 H 4.4446 3.5826 -2.6686
39 C -4.7831 1.8819 1.7507
40 C -6.2186 1.4148 1.5808
41 O -6.0807 0.0238 1.4648
42 C -4.8939 -0.3536 2.0569
43 O -4.5985 -1.4718 2.2881
44 O -4.1671 0.7451 2.3392
45 F -6.7939 1.9107 0.4511
46 H -4.3423 2.0694 0.7688
47 H -4.6562 2.7421 2.4005
48 H -6.8804 1.6456 2.4191
49 C 1.3476 0.8797 6.0874
50 C 2.3591 -0.0185 6.7724
51 O 2.5553 0.6207 8.0261
52 C 1.4760 1.4037 8.2900
53 O 1.2728 1.9274 9.3391
54 O 0.6805 1.4824 7.2124
55 F 3.5488 -0.0766 6.1305
56 H 1.8622 1.6564 5.5196
57 H 0.6480 0.3534 5.4450
58 H 2.0120 -1.0374 6.9516
59 C 1.0763 0.0280 -6.9231
60 C 2.1963 0.4126 -5.9691
61 O 1.7410 -0.0878 -4.7420
62 C 0.8383 -1.0902 -4.9706
63 O 0.4138 -1.8124 -4.1413
64 O 0.5226 -1.1220 -6.2920
65 F 2.3528 1.7609 -5.8765
66 H 0.3358 0.8305 -6.9442
67 H 1.4027 -0.2260 -7.9265
68 H 3.1705 -0.0238 -6.2005

Cartesian forces (eV/Å) of the 2 atoms listed first:
0.1 0.1 0.0
0.0 -0.1 -0.1

As for the LUMO energy: 1.786 eV. The value obtained for the gap between HOMO and LUMO is 0.2321 hartree. For the HOMO energy, the calculation gives -4.528 eV. Its total charge is -1.

=====

[4]
A structure of composition C9H22ClI2N3OPPd in a non-equilibrium geometry, computed with the ωB97M-V functional and the def2-TZVPD basis.

Cartesian coordinates (Å):
1 I -3.7145 -1.9482 -2.5163
2 I -3.5362 1.7863 -2.7403
3 Pd 0.7922 -0.3128 -0.9527
4 P 0.4905 -0.1764 -3.1462
5 C -0.9997 0.0052 -4.1799
6 C 1.2156 1.4794 -3.2227
7 H 2.5364 -1.2912 -3.6669
8 H 1.5626 -0.9333 -5.1600
9 H 1.1154 -2.2783 -4.0761
10 C 1.5405 -1.2712 -4.1190
11 H 2.1333 1.4502 -2.6229
12 H 1.4054 1.7289 -4.2624
13 H -0.7071 0.0236 -5.2491
14 H -1.5132 0.9041 -3.8975
15 H 0.4884 2.1670 -2.7815
16 H -1.6685 -0.8652 -3.9577
17 C -1.0811 0.0734 -0.6372
18 O -2.0517 0.4481 -0.1908
19 Cl 3.0719 -0.6127 -1.1920
20 C 1.3657 2.0196 2.8008
21 N 0.4130 0.9488 3.1238
22 C 0.6329 0.3948 4.4604
23 C 0.2715 -0.0573 2.1506
24 N 1.0951 -0.1862 1.1551
25 N -0.8011 -0.8732 2.3024
26 C -1.8942 -0.4800 3.1659
27 C -1.0651 -2.0240 1.4563
28 H 1.1550 2.8420 3.5089
29 H 1.1996 2.3428 1.7808
30 H 2.4104 1.6951 2.9621
31 H 0.3306 1.1840 5.1512
32 H 0.0252 -0.4987 4.6397
33 H 1.6951 0.1582 4.6391
34 H 1.9912 0.2672 1.3386
35 H -2.8466 -0.5998 2.6201
36 H -1.9225 -1.1159 4.0730
37 H -1.7812 0.5829 3.4796
38 H -2.0261 -1.9356 0.8909
39 H -0.2200 -2.1282 0.7539
40 H -1.1086 -2.9135 2.1177

Cartesian forces (eV/Å) of the 2 atoms listed first:
-0.3 0.5 -0.1
-0.7 -0.3 -0.2

As for the multiplicity: 5. As for the LUMO energy (alpha / beta): -9.845 / -14.050 eV. The value obtained for the gap between HOMO and LUMO (alpha / beta) is 0.3142 / 0.1587 hartree. For the HOMO energy (alpha / beta), the calculation gives -18.395 / -18.370 eV. Its expectation value of S² is 6.03. Its total charge is +3.

=====

[5]
An isolated molecule of C5H14N2O in a non-equilibrium geometry, computed with the ωB97M-V functional and the def2-TZVPD basis.

Cartesian coordinates (Å):
1 C -0.2881 1.9417 0.3360
2 N -1.6809 2.2430 0.7175
3 C -0.1385 0.4807 -0.0341
4 C -0.4101 -0.4905 1.1237
5 C -1.5105 -1.5037 0.8021
6 N 1.1735 0.3126 -0.6732
7 C 1.3342 -0.7866 -1.5500
8 O 1.5707 -2.0691 -0.9312
9 H 0.0819 2.5561 -0.4722
10 H 0.3302 2.2075 1.1946
11 H -2.1233 2.9575 0.1630
12 H -1.7659 2.3542 1.7147
13 H -0.8116 0.2742 -0.8707
14 H -0.6245 0.0628 2.0374
15 H 0.4944 -1.0561 1.3025
16 H -1.9616 -1.9125 1.7114
17 H -2.3255 -1.0160 0.2779
18 H -1.1501 -2.3210 0.1818
19 H 1.9156 0.4361 0.0039
20 H 0.4328 -0.9191 -2.1515
21 H 2.1592 -0.5971 -2.2190
22 H 2.2096 -1.9565 -0.2173

Cartesian forces (eV/Å) of the 2 atoms listed first:
-0.8 0.2 0.7
0.5 -0.6 -0.4

As for the LUMO energy: 0.957 eV. The value obtained for the gap between HOMO and LUMO is 0.3618 hartree. For the HOMO energy, the calculation gives -8.888 eV. Its structure (SMILES) is CC[C@@H](CN)NCO. The calculation puts the energy above the lowest of the compared OMol25 structures with the same formula, charge and spin at 1.837 eV.

=====

[6]
An isolated molecule of CH3NO2S2 in a non-equilibrium geometry, computed with the ωB97M-V functional and the def2-TZVPD basis.

Cartesian coordinates (Å):
1 C -0.2286 0.0754 0.2892
2 N 1.1576 -0.7800 0.0390
3 O -0.1180 1.0325 0.9521
4 O -1.2134 -0.5486 -0.2636
5 S 2.4948 0.3053 -0.1995
6 S -2.8015 -0.2795 -0.0164
7 H 1.0874 -1.2507 -0.8366
8 H 2.2616 0.7520 1.0088
9 H -2.6400 0.6936 -0.9731

Cartesian forces (eV/Å) of the 2 atoms listed first:
4.2 -2.4 0.9
-4.1 1.5 0.7

As for the multiplicity: 3. As for the LUMO energy (alpha / beta): -0.134 / -2.291 eV. The value obtained for the gap between HOMO and LUMO (alpha / beta) is 0.1794 / 0.2931 hartree. For the HOMO energy (alpha / beta), the calculation gives -5.016 / -10.268 eV. Its expectation value of S² is 2.01. The calculation puts the energy above the lowest of the compared OMol25 structures with the same formula, charge and spin at 2.088 eV.

=====

What did the third record say?
A structure of composition C19H27F5InO16, computed with the ωB97M-V functional and the def2-TZVPD basis.

Cartesian coordinates (Å):
1 C -0.8326 2.4557 -0.4264
2 O -0.8069 1.6250 -1.5651
3 C -0.2263 0.3234 -1.3730
4 C -1.1275 -0.6757 -0.6606
5 C -1.1926 -0.4950 0.8595
6 In 0.7148 -0.9080 1.9278
7 H -0.6691 3.4848 -0.7699
8 H -0.0552 2.1942 0.2967
9 H -1.7922 2.4109 0.1014
10 H 0.7044 0.4304 -0.8053
11 H 0.0246 -0.0218 -2.3777
12 H -0.7268 -1.6711 -0.8915
13 H -2.1123 -0.6224 -1.1548
14 H -1.9167 -1.2030 1.2756
15 H -1.5761 0.4940 1.1150
16 H 2.1110 -0.0740 1.2686
17 H 0.4634 -0.4929 3.6570
18 H 0.9638 -2.6556 1.8820
19 C -0.3720 -5.3120 -1.8626
20 C 0.8903 -4.9898 -1.0781
21 O 0.6799 -5.6898 0.1337
22 C -0.1951 -6.6979 -0.0855
23 O -0.4209 -7.5869 0.6663
24 O -0.7655 -6.5689 -1.3119
25 F 1.0105 -3.6710 -0.8667
26 H -1.1232 -4.5527 -1.6369
27 H -0.2275 -5.4097 -2.9337
28 H 1.8188 -5.3574 -1.5238
29 C 2.2762 3.1371 -2.6620
30 C 3.4842 4.0162 -2.3799
31 O 3.4438 4.1723 -0.9866
32 C 2.7263 3.1270 -0.4456
33 O 2.6601 2.8602 0.7005
34 O 2.1363 2.4314 -1.4421
35 F 3.3856 5.2388 -2.9756
36 H 1.3995 3.7683 -2.8288
37 H 2.4025 2.4341 -3.4798
38 H 4.4446 3.5826 -2.6686
39 C -4.7831 1.8819 1.7507
40 C -6.2186 1.4148 1.5808
41 O -6.0807 0.0238 1.4648
42 C -4.8939 -0.3536 2.0569
43 O -4.5985 -1.4718 2.2881
44 O -4.1671 0.7451 2.3392
45 F -6.7939 1.9107 0.4511
46 H -4.3423 2.0694 0.7688
47 H -4.6562 2.7421 2.4005
48 H -6.8804 1.6456 2.4191
49 C 1.3476 0.8797 6.0874
50 C 2.3591 -0.0185 6.7724
51 O 2.5553 0.6207 8.0261
52 C 1.4760 1.4037 8.2900
53 O 1.2728 1.9274 9.3391
54 O 0.6805 1.4824 7.2124
55 F 3.5488 -0.0766 6.1305
56 H 1.8622 1.6564 5.5196
57 H 0.6480 0.3534 5.4450
58 H 2.0120 -1.0374 6.9516
59 C 1.0763 0.0280 -6.9231
60 C 2.1963 0.4126 -5.9691
61 O 1.7410 -0.0878 -4.7420
62 C 0.8383 -1.0902 -4.9706
63 O 0.4138 -1.8124 -4.1413
64 O 0.5226 -1.1220 -6.2920
65 F 2.3528 1.7609 -5.8765
66 H 0.3358 0.8305 -6.9442
67 H 1.4027 -0.2260 -7.9265
68 H 3.1705 -0.0238 -6.2005

Cartesian forces (eV/Å) of the 2 atoms listed first:
0.1 0.1 0.0
0.0 -0.1 -0.1

As for the LUMO energy: 1.786 eV. The value obtained for the gap between HOMO and LUMO is 0.2321 hartree. For the HOMO energy, the calculation gives -4.528 eV. Its total charge is -1.

=====

Which formula does entry 4 have? C9H22ClI2N3OPPd